Molecular formula: C5H10O
Method: DFT, the ωB97M-V functional and the def2-TZVPD basis

2S+1: 1
SMILES string: C=CCC(=C)O.[H][H]
Kohn-Sham gap (eV): 9.879
Maximum force (eV/Å): 0.381
Energy relative to the best compared isomer or geometry (same formula, charge and spin) (kJ/mol): 215.7
HOMO (eV): -8.97
E_LUMO (eV): 0.912

Geometry (Å):
C (2.07438, -0.49484, 0.79713)
C (1.45405, -0.04283, -0.28691)
C (0.19034, -0.64327, -0.85001)
C (-0.94752, 0.33050, -0.69499)
C (-1.96268, 0.18662, 0.15923)
O (-0.77023, 1.40960, -1.51006)
H (1.71820, -1.37321, 1.33232)
H (2.95994, -0.00638, 1.19387)
H (1.82653, 0.84307, -0.79984)
H (0.31869, -0.86539, -1.91796)
H (-0.05098, -1.57938, -0.33583)
H (-2.03945, -0.70069, 0.77679)
H (-2.73804, 0.94078, 0.26902)
H (-1.47229, 2.05096, -1.33637)
H (-0.16776, -0.16744, 3.06248)
H (-0.42308, 0.08926, 2.41475)

=====

Molecular formula: C41H35N8O3S3Ta
Method: DFT, the ωB97M-V functional and the def2-TZVPD basis

2S+1: 1
Total charge: +2
Kohn-Sham gap (eV): 5.911
Maximum force (eV/Å): 2.395
Energy relative to the best compared isomer or geometry (same formula, charge and spin) (kJ/mol): 27.3
HOMO (eV): -12.70
E_LUMO (eV): -6.786

Geometry (Å):
Ta (-0.28235, 0.30180, 0.45069)
C (1.68963, -3.88169, 0.95496)
C (1.47198, -2.40902, 1.02901)
N (0.25685, -1.91422, 0.96101)
N (-0.76896, -2.75623, 1.08116)
C (-1.91810, -2.28834, 1.43133)
S (-2.23722, -0.57548, 1.64859)
S (-3.21207, -3.35416, 1.82429)
C (-2.28322, -4.75792, 2.59656)
C (-2.05625, -4.45321, 4.04395)
C (-1.13637, -3.48241, 4.43162)
C (-0.93507, -3.20007, 5.77035)
C (-1.65073, -3.88319, 6.74117)
C (-2.57210, -4.84603, 6.36428)
C (-2.78090, -5.12245, 5.02363)
C (2.57395, -1.54592, 1.38473)
C (3.88608, -2.03453, 1.52704)
C (4.87546, -1.27736, 2.11579)
C (4.58436, -0.01878, 2.63338)
C (3.31050, 0.49825, 2.50688)
C (2.31462, -0.22306, 1.84149)
O (1.12127, 0.32562, 1.62093)
H (1.98016, -4.27138, 1.92997)
H (0.77655, -4.37357, 0.63553)
H (2.48385, -4.11655, 0.24963)
H (-2.91536, -5.63561, 2.47638)
H (-1.35707, -4.87830, 2.04154)
H (-0.56918, -2.94958, 3.67972)
H (-0.21727, -2.44554, 6.05766)
H (-1.48930, -3.66665, 7.78606)
H (-3.13346, -5.38088, 7.11479)
H (-3.49753, -5.87745, 4.73625)
H (4.13245, -3.02496, 1.18150)
H (5.87468, -1.67399, 2.20900)
H (5.35365, 0.54386, 3.13718)
H (3.04895, 1.46968, 2.89890)
C (-2.69066, 4.63940, -5.85389)
C (-2.50478, 3.48994, -4.92497)
C (-3.61410, 2.84321, -4.38041)
C (-3.45432, 1.85445, -3.42942)
C (-2.17431, 1.50121, -3.03511)
C (-1.05152, 2.09140, -3.58938)
C (-1.22681, 3.08045, -4.53974)
S (-2.04757, 0.52528, -1.57188)
O (-1.63572, 1.50252, -0.52779)
O (-3.25279, -0.16205, -1.26338)
N (-0.75899, -0.43906, -1.39911)
C (-0.49241, -1.46590, -2.28998)
C (-1.22658, -1.64375, -3.46712)
C (-0.82110, -2.62515, -4.35429)
C (0.26685, -3.42388, -4.02377)
C (0.90598, -3.18698, -2.81941)
N (0.55637, -2.22550, -1.97196)
H (-3.60796, 4.53719, -6.42698)
H (-1.85118, 4.75082, -6.53517)
H (-2.77370, 5.55898, -5.27173)
H (-4.60734, 3.13126, -4.69218)
H (-4.30023, 1.36678, -2.97310)
H (-0.06237, 1.78104, -3.28132)
H (-0.36290, 3.56379, -4.96952)
H (-2.08987, -1.02562, -3.66218)
H (-1.34470, -2.76014, -5.28956)
H (0.60591, -4.20587, -4.68293)
H (1.76018, -3.77592, -2.51783)
N (-1.79385, 3.78569, 2.88670)
C (-1.34681, 2.53012, 2.74882)
N (-0.60637, 2.37378, 1.67121)
C (-0.57961, 3.60671, 1.04437)
C (0.01579, 4.01736, -0.14668)
C (-0.15689, 5.33453, -0.52100)
C (-0.90666, 6.22941, 0.24862)
C (-1.51274, 5.83835, 1.42400)
C (-1.33435, 4.51632, 1.81452)
H (-2.37560, 4.13114, 3.63480)
H (-1.56236, 1.73815, 3.44691)
H (0.57461, 3.32985, -0.76412)
H (0.29447, 5.70354, -1.42850)
H (-1.02140, 7.24752, -0.09054)
H (-2.10732, 6.52155, 2.00934)
N (4.74926, -1.30196, -3.98852)
C (4.36446, -0.57774, -3.19142)
C (3.86317, 0.30874, -2.20103)
C (4.67254, 1.26420, -1.58380)
C (4.09897, 2.06000, -0.60527)
C (2.76041, 1.88918, -0.29305)
N (1.97869, 0.99405, -0.89963)
C (2.52175, 0.21371, -1.82446)
H (5.71046, 1.37118, -1.86547)
H (4.67419, 2.81222, -0.09074)
H (2.28229, 2.49354, 0.46286)
H (1.87711, -0.52972, -2.27073)

=====

Molecular formula: C7H14OSi
Method: DFT, the ωB97M-V functional and the def2-TZVPD basis

2S+1: 1
Kohn-Sham gap (alpha / beta) (eV): 8.966 / 7.942
Maximum force (eV/Å): 4.310
Energy relative to the best compared isomer or geometry (same formula, charge and spin) (kJ/mol): 487.6
HOMO (alpha / beta) (eV): -9.49 / -8.87
E_LUMO (alpha / beta) (eV): -0.529 / -0.930

Geometry (Å):
C (4.10557, 0.65240, 1.75066)
C (1.68231, 0.48167, 1.16469)
C (2.90817, 0.81803, 0.83511)
C (-0.73790, -1.41221, 0.78251)
C (-2.51068, -1.40500, -1.82568)
C (0.09273, 0.33673, -1.44777)
C (-2.27739, 1.07117, 0.23496)
O (5.23310, 0.86238, 1.41099)
Si (-1.36314, -0.40063, -0.60072)
H (3.78839, 0.43635, 2.83312)
H (1.33332, 0.07721, 2.14037)
H (-1.19854, -1.30025, 1.85716)
H (3.21831, 1.18361, -0.19246)
H (-0.01387, -2.15104, 0.50965)
H (-3.27496, -0.69763, -2.08924)
H (-2.06080, -1.89535, -2.60238)
H (-2.98924, -2.25638, -1.22989)
H (-0.05646, 0.79894, -2.44949)
H (0.48324, 1.19884, -0.96564)
H (0.95707, -0.26916, -1.40059)
H (-1.88470, 2.01580, -0.02316)
H (-3.39662, 0.93088, 0.06907)
H (-2.03790, 0.92362, 1.23874)